DFT (ωB97M-V with the def2-TZVPD basis set) results for a 2-piece molecular cluster, C4H11OS2 overall.

Each line ends with the Löwdin charge.
Positions of all 18 atoms, in Å:
C1 -2.45 -0.49 0.72  -0.18
C2 -1.46 0.07 -0.31  -0.64
S1 -0.86 -1.15 -1.54  0.35
S2 1.08 -0.42 -1.81  0.27
H1 -2.15 -1.51 0.97  0.05
H2 -3.46 -0.38 0.31  0.05
H3 -2.38 0.13 1.61  0.05
H4 -0.57 0.51 0.28  0.03
H5 -1.91 0.89 -0.88  0.05
H6 1.66 -1.62 -2.04  -0.22
C3 1.10 0.85 2.45  -0.54
O1 -0.19 0.92 1.96  -0.38
C4 2.08 1.60 1.57  -0.15
H7 1.44 -0.22 2.46  0.08
H8 1.12 1.18 3.51  0.07
H9 3.12 1.45 1.89  0.05
H10 1.73 2.62 1.43  0.06
H11 2.08 1.12 0.59  0.01

* charge: -1

=====

DFT (ωB97M-V with the def2-TZVPD basis set) results for the molecule C4H11P.

Each line ends with the Löwdin charge.
Positions of all 16 atoms, in Å:
C1 1.06 1.72 1.37  -0.07
C2 0.34 0.45 0.57  -0.29
C3 -0.29 -2.22 -0.81  -0.32
C4 -0.40 0.69 -0.80  -0.44
P1 -1.25 -0.79 -1.69  0.82
H1 1.85 2.13 0.65  0.08
H2 1.54 1.28 2.21  0.04
H3 0.31 2.47 1.49  0.04
H4 -0.57 0.21 1.15  0.09
H5 1.03 -0.32 0.62  0.05
H6 0.70 -2.18 -1.14  0.01
H7 -0.31 -1.79 0.16  -0.03
H8 -0.82 -3.17 -0.79  0.03
H9 0.39 0.97 -1.51  0.05
H10 -1.22 1.35 -0.60  0.05
H11 -2.36 -0.80 -0.88  -0.11

* SMILES: CCCPC
* charge: 0

=====

DFT (ωB97M-V with the def2-TZVPD basis set) results for the molecule C4H11P.

Each line ends with the Löwdin charge.
Positions of all 16 atoms, in Å:
C1 2.31 0.61 -0.68  -0.13
C2 1.23 -0.52 -0.71  -0.31
C3 -2.57 -0.16 1.19  -0.37
C4 -0.21 0.16 -0.53  -0.43
P1 -0.68 0.22 1.31  0.81
H1 3.35 0.15 -0.79  0.09
H2 2.30 1.10 0.30  0.05
H3 1.98 1.43 -1.44  0.10
H4 1.28 -1.25 0.09  0.06
H5 1.20 -1.05 -1.63  0.08
H6 -2.97 0.71 0.47  0.06
H7 -2.82 -1.05 0.59  0.01
H8 -3.06 -0.16 2.21  0.02
H9 -0.97 -0.42 -0.94  0.02
H10 -0.19 1.24 -0.86  0.07
H11 -0.17 -1.03 1.41  -0.12

* SMILES: CCCPC
* charge: 0

=====

DFT (ωB97M-V with the def2-TZVPD basis set) results for the molecule C4H11PS.

Each line ends with the Löwdin charge.
Positions of all 17 atoms, in Å:
C1 0.20 1.37 -0.36  -0.16
C2 0.41 -0.19 1.48  -0.15
C3 1.38 -0.91 -0.73  -0.12
C4 0.25 -0.12 -0.03  -0.89
P1 -1.34 -1.03 -0.52  0.73
S1 -3.03 0.49 0.13  0.24
H1 0.17 1.52 -1.48  0.09
H2 -0.45 2.12 0.19  0.08
H3 1.21 1.73 0.07  0.11
H4 -0.05 -1.17 1.97  0.12
H5 -0.02 0.65 2.02  0.07
H6 1.39 -0.14 1.69  0.02
H7 2.14 -0.25 -0.97  0.04
H8 1.84 -1.80 -0.17  0.11
H9 0.95 -1.30 -1.71  0.08
H10 -1.07 -0.49 -1.73  -0.14
H11 -3.99 -0.49 0.14  -0.23

* SMILES: CC(C)(C)PS
* charge: 0

=====

Record-wise frontier orbital gap values, in Eh: 0.215, 0.363, 0.370, 0.356
Record-wise relative energy (zero: lowest compared OMol25 entry of this formula, charge and spin) values, in kJ/mol: 210.8, 92.8, 71.5, 113.3
Record-wise F_max values, in Eh/bohr: 0.03177, 0.09067, 0.06135, 0.08651